Computed, not measured: a cluster of 12 separate species, C60H138N6O12 in total at a distorted geometry, with ωB97M-V with the def2-TZVPD basis set.

```
! RIJCOSX wB97M-V def2-TZVPD def2/J DEFGRID3
* xyz 0 1
C -22.4484 6.9799 19.8141
O -22.4072 6.2268 18.6580
H -23.4162 6.8581 20.3004
H -21.7505 6.5698 20.5441
H -22.2125 8.0370 19.6912
H -21.6208 6.4891 18.1739
C -18.5557 6.8026 17.7722
O -19.7688 7.3980 17.6061
H -18.3202 7.1412 18.7812
H -18.7013 5.7359 17.6019
H -17.8554 7.2711 17.0807
H -19.6993 8.3553 17.6244
C -15.7074 13.9078 13.6466
O -14.5128 14.6565 13.5063
H -16.5574 14.5774 13.7786
H -15.9761 13.3192 12.7694
H -15.6736 13.1316 14.4111
H -14.4324 15.2819 14.2302
C -14.4303 11.1768 19.5295
O -15.0547 10.0595 18.9436
H -14.5546 12.0343 18.8682
H -14.8086 11.4513 20.5142
H -13.3529 11.0314 19.6090
H -14.7708 9.3059 19.4662
C -20.7198 12.0107 23.9302
O -20.8707 13.3901 23.6928
H -19.6529 11.8028 24.0109
H -21.3547 11.7678 24.7822
H -21.0956 11.4359 23.0837
H -21.7972 13.5234 23.4797
C -15.6426 14.3013 21.4788
O -14.5579 14.8345 22.1791
H -16.1699 13.5410 22.0550
H -16.4113 14.9923 21.1327
H -15.2166 13.8494 20.5830
H -14.9497 15.0787 23.0208
C -19.0577 6.6592 11.2723
C -20.1805 6.3983 12.3746
C -19.6738 6.9022 13.7769
C -19.7380 8.3893 13.8994
C -21.1928 8.8506 13.6633
C -21.7772 8.4093 12.3344
N -21.5215 6.9749 12.0580
O -22.1775 6.4561 10.9305
C -23.3283 8.6403 12.5284
C -21.3210 9.3889 11.1887
C -20.2824 4.8633 12.5513
H -18.7864 7.6629 10.9452
H -19.3804 6.1681 10.3542
H -18.1908 6.0961 11.6178
H -20.3292 6.4905 14.5444
H -18.6922 6.4504 13.9200
H -18.9811 8.9038 13.3074
H -19.4208 8.5416 14.9310
H -21.3495 9.9227 13.7828
H -21.7933 8.3606 14.4297
H -23.4282 9.6452 12.9386
H -23.8867 8.5225 11.5997
H -23.7596 8.0714 13.3521
H -20.2578 9.2562 10.9881
H -21.8560 9.1201 10.2778
H -21.4524 10.4563 11.3660
H -19.3272 4.3842 12.7661
H -20.6996 4.3516 11.6840
H -20.9600 4.7208 13.3932
H -21.7843 6.8943 10.1722
C -22.9588 9.6356 17.2365
C -24.1774 10.6202 17.2090
C -25.1297 10.0006 18.3155
C -26.1919 10.9969 18.8359
C -25.5453 12.2464 19.3851
C -24.7299 12.9438 18.2599
N -23.7955 12.0014 17.5615
O -22.9146 12.5968 16.7119
C -25.7332 13.5740 17.2589
C -23.9156 14.0704 18.9565
C -24.9551 10.5452 15.8431
H -23.1402 8.5638 17.3173
H -22.2715 9.8230 18.0615
H -22.4718 9.8873 16.2944
H -25.6864 9.1597 17.9019
H -24.5446 9.5617 19.1237
H -26.7663 10.4814 19.6055
H -26.9703 11.2780 18.1266
H -24.8858 12.0322 20.2261
H -26.3598 12.8769 19.7418
H -26.3528 14.3603 17.6901
H -25.0504 14.0137 16.5319
H -26.4274 12.8531 16.8270
H -23.2855 14.5492 18.2069
H -24.4425 14.9111 19.4079
H -23.3577 13.6762 19.8060
H -25.7984 11.2280 15.7392
H -25.3669 9.5490 15.6817
H -24.3580 10.8395 14.9800
H -22.0814 12.3997 17.1461
C -19.6953 11.2326 16.5948
C -18.4094 11.7372 17.2533
C -18.4884 13.3044 17.2795
C -19.4936 13.9012 18.2648
C -19.0611 13.4244 19.6697
C -18.9705 11.8580 19.8022
N -18.2261 11.2921 18.6730
O -17.9141 9.9902 18.7386
C -18.1026 11.6812 21.0653
C -20.3976 11.3460 20.0352
C -17.2456 11.3887 16.3747
H -19.7577 11.5367 15.5499
H -20.5851 11.5412 17.1434
H -19.7739 10.1455 16.5976
H -17.5206 13.5592 17.7115
H -18.6431 13.8708 16.3611
H -20.5273 13.6312 18.0490
H -19.6347 14.9820 18.2496
H -19.8286 13.8326 20.3273
H -18.1355 13.9615 19.8766
H -17.0213 11.7487 20.9450
H -18.3697 12.4044 21.8358
H -18.2124 10.6775 21.4759
H -21.1037 11.6142 19.2493
H -20.4659 10.2923 20.3055
H -20.7981 11.7632 20.9591
H -17.3139 11.8554 15.3920
H -17.1113 10.3439 16.0945
H -16.3410 11.6649 16.9163
H -16.9673 10.1109 18.8413
C -19.2941 18.9445 20.2356
C -20.8670 19.0081 20.1461
C -21.3555 17.6424 19.6313
C -21.4041 16.4504 20.5125
C -22.1682 16.7715 21.8022
C -21.6019 18.0116 22.4857
N -21.5315 19.1455 21.4712
O -21.0239 20.2478 22.1041
C -22.6234 18.4480 23.5748
C -20.2853 17.6697 23.1918
C -21.2292 20.2027 19.2277
H -18.7814 18.0899 20.6771
H -18.9870 19.7327 20.9231
H -18.7941 19.2021 19.3019
H -22.3006 17.6536 19.0883
H -20.7397 17.3287 18.7884
H -20.3935 16.0735 20.6698
H -21.9309 15.6219 20.0390
H -22.1322 15.9135 22.4735
H -23.2223 16.9225 21.5695
H -23.4785 18.8510 23.0321
H -22.8163 17.6092 24.2436
H -22.2778 19.3144 24.1388
H -19.8276 18.6187 23.4712
H -20.4225 17.0673 24.0898
H -19.5857 17.2461 22.4713
H -20.8856 19.9362 18.2282
H -20.8638 21.1526 19.6178
H -22.3017 20.3463 19.0959
H -21.7431 20.8827 22.0692
C -20.4822 16.7930 15.8534
C -21.3447 16.5053 14.5975
C -22.7121 15.8265 15.0606
C -23.6766 16.9098 15.6852
C -23.8985 18.0600 14.6592
C -22.5943 18.7438 14.2086
N -21.5438 17.7545 13.8140
O -20.3495 18.2992 13.2697
C -22.9670 19.5920 12.9583
C -22.0351 19.7040 15.3373
C -20.5956 15.4904 13.7473
H -19.7447 17.5557 15.6034
H -19.7707 15.9908 16.0497
H -20.9881 17.1369 16.7555
H -23.1911 15.3579 14.2009
H -22.5169 15.0346 15.7837
H -23.2867 17.2764 16.6348
H -24.6873 16.5511 15.8797
H -24.5313 18.8324 15.0962
H -24.5636 17.7849 13.8407
H -23.1881 18.8882 12.1559
H -23.8891 20.1330 13.1707
H -22.2512 20.3218 12.5798
H -20.9600 19.8814 15.3091
H -22.3455 20.7296 15.1377
H -22.2509 19.4926 16.3846
H -19.5177 15.6259 13.6577
H -20.8685 15.5206 12.6924
H -20.8754 14.4675 13.9993
H -20.2813 17.9699 12.3705
C -15.1499 17.9530 13.7452
C -15.3825 18.2116 15.2649
C -16.9627 18.3776 15.4482
C -17.2715 18.2989 16.9728
C -16.6213 17.0717 17.5693
C -15.1296 16.8066 17.3956
N -14.8113 17.0000 15.9617
O -13.5571 16.5269 15.5400
C -14.3447 17.6479 18.4049
C -14.9741 15.2964 17.7242
C -14.7010 19.4904 15.6854
H -15.5507 17.0028 13.3922
H -14.0944 18.0411 13.4876
H -15.6733 18.6172 13.0575
H -17.3316 19.3252 15.0557
H -17.5856 17.5854 15.0328
H -18.3536 18.2538 17.0955
H -17.0559 19.2103 17.5305
H -17.1490 16.1974 17.1880
H -16.8787 17.0836 18.6284
H -14.6299 18.6991 18.3644
H -14.3802 17.3029 19.4383
H -13.2946 17.6364 18.1128
H -13.9389 14.9624 17.6544
H -15.2251 15.0709 18.7607
H -15.5297 14.6281 17.0664
H -14.5989 20.1533 14.8261
H -13.6464 19.3896 15.9417
H -15.2049 20.0626 16.4644
H -12.9489 17.2333 15.7697
*
```

Output
HOMO energy, eV: -8.10
Energy relative to the best compared isomer or geometry (same formula, charge and spin), kJ/mol: 123.07
Frontier orbital gap, eV: 8.410
Lowest unoccupied orbital energy, eV: 0.3

Here are the Löwdin charges for atoms 1 to 4, given in e: -0.20 -0.11 0.08 0.07